Formula: C60H72N11O15S2
Source: the Open Molecules 2025 dataset
Level of theory: ωB97M-V/def2-TZVPD

Properties
- LUMO (eV) = -2.577
- Kohn-Sham gap (eV) = 7.23
- largest force on an atom (eV/A) = 1.73
- 2S+1 = 1
- HOMO energy (eV) = -9.81
- net charge = +1

XYZ file:
```
160
Properties=species:S:1:pos:R:3:lowdin_charge:R:1
C -1.630 -9.193 2.354 -0.12
N -2.682 1.871 -3.752 -0.34
S -0.611 -7.082 4.562 0.88
C -4.433 -2.108 2.358 -0.15
N -2.657 -2.002 0.622 0.17
H 1.887 4.236 4.499 0.11
H -0.744 -3.691 2.231 0.10
C 0.540 -10.353 2.631 -0.16
C 6.003 1.702 2.378 -0.01
H 3.248 8.279 4.766 0.11
C 4.891 0.880 2.322 -0.07
H -2.474 -5.993 3.438 0.07
H -4.129 -0.171 -1.143 0.06
C -1.144 -7.411 -4.627 -0.06
C -0.292 12.626 2.567 -0.06
H -4.970 -2.251 -1.017 0.12
C -1.591 -9.748 0.923 -0.18
H -2.840 1.731 0.089 0.10
C -3.130 3.772 -5.242 0.01
C 11.011 -6.304 1.036 -0.07
H -6.446 6.937 -8.498 0.12
C -1.614 12.372 2.909 -0.07
N -3.449 -2.871 3.139 0.00
C -0.554 -8.805 -2.751 -0.05
C 0.578 11.575 2.333 0.00
O 9.362 1.784 1.255 0.08
H -1.259 -5.309 -4.238 0.12
H -1.148 1.066 -5.789 0.12
H -1.143 3.567 1.290 0.06
H -2.293 13.195 3.086 0.11
H -4.177 -3.403 0.761 0.15
H 9.394 -7.390 1.935 0.11
C -1.807 1.502 -0.159 -0.23
H -1.619 3.111 -1.554 0.08
H -1.909 4.418 -8.327 0.11
C -2.035 0.065 1.914 -0.12
O 0.575 8.033 2.245 0.08
O 2.177 9.431 1.891 0.06
H -1.994 -10.766 0.907 0.12
C -0.837 3.843 0.284 -0.08
N 8.356 2.157 1.828 -0.35
C 9.687 -6.493 1.408 -0.06
N -0.366 -9.306 3.085 -0.18
O -2.076 0.828 -3.567 0.06
H -3.413 5.396 -6.637 0.07
H -1.555 8.990 2.872 0.12
C -1.057 2.699 -0.726 -0.24
H 1.431 -10.793 0.665 0.13
C 2.518 6.263 4.777 -0.06
H -1.774 0.289 2.944 0.12
O 2.132 2.866 2.516 0.03
O -4.535 6.935 -7.019 0.05
C -2.483 2.568 -5.025 -0.15
C -1.416 -5.783 3.567 -0.48
H 10.739 -3.292 -0.478 0.12
H -10.466 6.320 -7.186 0.11
O 3.194 3.765 0.874 0.08
H 5.956 2.645 2.903 0.12
O -0.298 -9.753 0.375 -0.16
H -7.278 6.302 -4.339 0.12
S 1.581 -7.494 2.620 0.72
C 3.654 7.282 2.914 -0.08
C -7.153 6.754 -7.703 0.00
H 8.164 -0.203 0.586 0.10
H -2.152 -4.186 4.841 0.10
H -2.183 -2.865 0.350 0.17
C 11.391 -5.152 0.361 -0.06
H 3.918 6.048 1.186 0.12
H -5.416 -2.509 2.568 0.14
C 3.526 6.110 2.190 0.01
C 0.108 10.279 2.442 -0.14
H 7.707 -5.677 1.391 0.12
H 4.145 8.132 2.474 0.10
H -1.406 4.730 0.033 0.07
H 1.570 -10.145 2.879 0.09
H 6.164 -1.687 0.499 0.07
C -9.412 6.410 -6.961 -0.06
C 9.131 -4.395 0.421 -0.14
H -0.104 2.321 -1.081 0.11
H -8.849 6.738 -9.005 0.11
C -8.504 6.644 -7.985 -0.06
C -0.983 -3.299 3.221 -0.13
O 8.264 3.193 2.460 0.07
H -3.057 0.405 1.788 0.09
O -0.916 -4.173 -2.114 0.05
C -2.067 11.065 3.022 -0.06
H -0.442 -4.446 4.932 0.09
H -0.354 -9.783 -2.334 0.11
C -2.076 3.893 -7.395 -0.05
C -2.108 -2.263 3.065 -0.28
O 6.974 -3.581 0.430 0.06
C -1.871 -1.450 1.776 -0.21
H -0.087 -2.773 3.542 0.12
N -5.299 6.718 -6.091 -0.34
H -0.963 -9.545 -4.721 0.11
O 8.492 -2.410 -0.553 0.08
C 2.381 5.088 4.057 -0.01
N 2.728 3.797 1.994 -0.35
H -2.007 -1.571 3.901 0.15
C -1.048 0.854 1.015 -0.16
C -2.923 4.442 -6.439 -0.04
H -1.924 -8.153 2.297 0.09
N -0.661 -5.262 -1.625 -0.35
H -0.309 0.170 0.605 0.12
H -1.838 0.754 -0.956 0.08
H 2.128 6.325 5.783 0.11
C -7.622 6.397 -5.358 0.00
H -3.096 10.869 3.291 0.11
H 1.606 11.771 2.068 0.12
C 7.167 1.294 1.754 -0.14
C 7.248 0.094 1.071 0.00
H 0.291 -11.265 3.173 0.12
H -6.092 -1.850 0.241 0.12
H 12.423 -5.005 0.075 0.11
C 0.244 -8.088 3.319 -1.09
N 8.124 -3.383 0.075 -0.32
C 6.133 -0.731 1.020 -0.06
C -5.072 -1.688 -0.090 -0.20
H -0.036 -11.660 1.012 0.12
C 0.457 -10.690 1.129 -0.17
H -2.257 -9.164 0.295 0.12
H -0.966 -5.807 2.579 0.05
H 4.088 -0.976 1.614 0.10
C 10.447 -4.188 0.049 0.00
C -1.064 -6.287 -3.824 0.00
C -8.972 6.291 -5.649 -0.06
H -0.536 1.574 1.642 0.10
C -4.084 -2.330 0.908 -0.24
H 11.750 -7.058 1.272 0.11
N -4.844 -0.299 -0.442 0.04
H 0.059 13.644 2.481 0.11
N 1.023 9.161 2.173 -0.33
H -1.404 -7.308 -5.671 0.11
O -3.436 2.369 -2.936 0.06
C 2.885 5.031 2.770 -0.15
H 0.227 4.050 0.301 0.06
H -0.200 -7.796 -0.899 0.10
C -1.279 -4.412 4.242 -0.24
H 3.973 1.184 2.805 0.09
H -4.692 0.301 0.355 0.06
C 8.737 -5.533 1.102 0.00
O -0.354 -5.434 -0.460 0.06
H -4.391 -1.052 2.642 0.12
C 4.959 -0.333 1.649 -0.06
C -1.643 2.008 -5.972 -0.01
H -0.786 2.258 -7.914 0.11
C -6.731 6.624 -6.392 -0.14
H -0.828 -1.604 1.522 0.14
H -9.681 6.112 -4.853 0.11
H -3.784 4.194 -4.494 0.11
C -1.442 2.679 -7.165 -0.06
H -2.550 -1.378 -0.184 0.17
H -3.744 -2.886 4.105 0.12
C -0.732 -6.443 -2.489 -0.15
O -4.945 6.567 -4.938 0.08
C -0.469 -7.687 -1.940 0.00
H -2.426 -9.708 2.893 0.13
C -0.894 -8.669 -4.091 -0.06
C -1.203 10.008 2.787 0.00
C 3.150 7.359 4.204 -0.07
```